The following is a DFT calculation (ωB97M-V/def2-TZVPD) of a 13-piece molecular cluster, C58H153N11O17 overall in a non-equilibrium geometry.

Values from the calculation:
Energy relative to the best compared isomer or geometry (same formula, charge and spin) in kcal/mol: 111.3
Highest occupied orbital energy in eV: -8.4
Multiplicity: 1
Calculated total energy in a.u.: -4182.3572
Net charge: 0
E_LUMO in Ha: 0.01650

Last column: Mulliken charge in e.
CARTESIAN COORDINATES (ANGSTROEM)
C 3.26727 1.88896 2.32307  -1.4588
C 4.25719 1.07530 3.12001  0.9325
C 5.00974 1.89185 4.25206  -1.5516
O 3.39247 0.13401 3.74894  -0.6109
H 2.59587 1.45149 1.58419  0.1452
H 3.81812 2.75321 1.95193  0.6059
H 2.60015 2.35064 3.05101  0.2947
H 4.91750 0.52576 2.44911  0.1901
H 4.53283 2.47349 5.04094  0.3410
H 5.52287 2.66948 3.68630  0.3517
H 5.73659 1.31424 4.82317  0.4009
H 2.63133 -0.09993 3.21272  0.1618
C 1.64654 7.80041 0.57230  -1.1313
C 2.53834 9.04664 0.85290  0.3865
C 3.98350 8.59952 1.33244  -1.1539
O 2.65919 9.77316 -0.27351  -0.5682
H 1.46856 7.26450 1.50462  0.3297
H 2.00936 7.12790 -0.20500  0.3784
H 0.61301 7.99894 0.28856  0.2035
H 1.92016 9.62825 1.53678  0.2745
H 4.53076 9.52559 1.15641  0.3366
H 4.35199 7.87031 0.61093  0.3138
H 3.96262 8.26940 2.37104  0.3315
H 1.78483 9.92494 -0.63966  0.3288
C 3.30846 2.79051 -3.60493  -0.6049
O 2.53883 1.79415 -4.32618  -0.1907
C 3.15278 0.56916 -4.77138  -0.2638
C 2.09045 -0.31856 -5.43963  -0.8722
N 2.25184 -0.53509 -6.79814  -0.2900
C 1.10256 -1.18022 -7.39358  -0.7601
C 0.94280 -2.76488 -7.07765  -0.2726
O 2.12486 -3.42727 -7.34524  -0.2190
C 2.27324 -4.70299 -7.81409  -0.8360
H 2.67990 3.65690 -3.39908  0.2123
H 4.26302 3.01224 -4.08217  0.2929
H 3.55446 2.43250 -2.60522  0.1114
H 3.68382 0.13202 -3.92580  -0.4291
H 3.89276 0.74938 -5.55116  0.6990
H 1.06528 -0.06395 -5.17073  0.3578
H 2.28767 -1.33864 -5.11003  0.4615
H 2.91498 -1.29681 -6.78630  0.1872
H 1.22239 -0.99494 -8.46101  0.3705
H 0.12147 -0.80105 -7.10759  0.4463
H 0.08279 -3.06848 -7.67456  0.4677
H 0.64750 -2.95466 -6.04572  0.0504
H 1.72581 -4.85918 -8.74362  0.3198
H 1.77450 -5.39039 -7.13083  0.3275
H 3.33282 -4.93753 -7.91595  0.2106
C -2.77738 -4.11591 9.03758  -0.8712
O -2.42011 -4.60865 7.73467  -0.2854
C -3.49446 -5.14079 6.95268  -0.7701
C -2.99563 -5.69646 5.61884  -0.7130
N -3.12171 -4.65976 4.56736  -0.0436
C -2.90024 -5.32691 3.28443  -1.1624
C -3.11570 -4.30978 2.08928  -0.7774
O -2.27280 -3.18067 1.89626  0.2910
C -2.77151 -2.36392 0.87148  -0.8200
H -3.12714 -4.87302 9.73941  0.3385
H -3.55687 -3.35401 9.03404  0.3436
H -1.92712 -3.60823 9.49301  0.2779
H -4.34442 -4.47773 6.79137  0.2518
H -3.75048 -5.94644 7.64078  0.5479
H -3.70065 -6.49083 5.37382  0.5131
H -2.05629 -6.23945 5.72325  0.3462
H -2.51116 -3.87879 4.76076  0.1928
H -3.68628 -6.08198 3.29574  0.5984
H -1.89751 -5.75162 3.23704  0.2994
H -4.11832 -3.95280 2.32467  0.4109
H -3.18512 -4.92891 1.19487  0.3781
H -3.04665 -3.00981 0.03767  0.1691
H -2.13898 -1.58240 0.45049  -0.2589
H -3.68302 -1.85770 1.18927  0.6244
C -4.16612 -0.23694 -2.28233  -0.2802
O -4.38015 -1.53683 -1.80254  -0.0355
C -5.69072 -1.98624 -1.99571  -0.7386
C -5.96897 -3.34643 -1.24988  -0.6652
N -7.15113 -3.99862 -1.66869  -0.3096
C -7.77081 -4.95240 -0.79751  -0.4238
C -8.84430 -5.53690 -1.62532  -0.6873
O -8.21012 -6.45400 -2.54352  -0.3325
C -9.22353 -6.88871 -3.49498  -0.8153
H -3.10915 -0.02165 -2.12556  -0.3461
H -4.85712 0.49479 -1.86378  0.3582
H -4.34379 -0.17751 -3.35611  0.3581
H -5.91864 -2.16802 -3.04600  0.3230
H -6.36575 -1.20326 -1.65019  0.4239
H -6.08874 -3.06410 -0.20391  0.2264
H -5.20556 -4.12404 -1.27502  0.3910
H -7.01755 -4.46914 -2.55236  0.2964
H -8.21478 -4.47187 0.07431  0.3563
H -7.04279 -5.71808 -0.52950  0.2756
H -9.52111 -4.79164 -2.04320  0.3620
H -9.38727 -6.16531 -0.91936  0.4440
H -8.91002 -7.75295 -4.08056  0.2802
H -9.44966 -6.14664 -4.26068  0.3199
H -10.21644 -7.15271 -3.13091  0.3254
C 6.80206 2.04937 -0.19165  -0.7701
O 6.54016 1.27481 -1.28815  -0.3076
C 7.37126 1.55935 -2.33077  -1.1468
C 7.13797 0.61099 -3.51202  1.0072
N 7.83936 1.06322 -4.64253  -0.3017
C 8.16812 0.05025 -5.64644  -0.7351
C 7.02303 -0.24181 -6.75752  -0.6283
O 5.73034 -0.67492 -6.13911  -0.0920
C 5.71472 -2.06887 -5.93543  -0.5782
H 6.56012 3.07378 -0.47476  0.3434
H 7.81321 1.89124 0.18342  0.3396
H 6.14044 1.74485 0.61929  -0.0201
H 8.43829 1.49695 -2.11710  0.3798
H 7.20414 2.58454 -2.66114  0.3696
H 6.08531 0.38952 -3.68794  -0.5805
H 7.49904 -0.38150 -3.24240  -0.0166
H 7.09676 1.58469 -5.08605  0.3671
H 8.53857 -0.85314 -5.16194  0.3120
H 9.03352 0.47716 -6.15334  0.4092
H 7.33823 -0.83793 -7.61390  0.4220
H 6.83337 0.74412 -7.18186  0.3332
H 6.27110 -2.23370 -5.01273  0.1174
H 5.94952 -2.61673 -6.84802  0.4399
H 4.68816 -2.37789 -5.73854  0.0557
C 0.36208 -2.77444 4.99657  -1.5078
C -0.73437 -1.70408 5.13359  0.5967
C -0.83923 -0.72296 3.90634  0.2656
O 0.23190 0.19692 3.74401  0.9440
C 0.48831 1.13717 4.75643  -0.7822
N -2.04390 -2.26563 5.48256  -0.5361
H 1.29249 -2.24566 4.78965  0.3787
H 0.11228 -3.16985 4.01201  0.2258
H 0.39280 -3.59710 5.71099  0.4082
H -0.52962 -1.00197 5.94180  0.5368
H -1.77419 -0.17585 4.02728  -0.4145
H -0.96797 -1.36213 3.03284  -0.6015
H 1.17370 1.88423 4.35613  0.0761
H 0.97353 0.67767 5.61755  0.3406
H -0.29942 1.67012 5.28892  0.1265
H -2.60431 -1.57043 5.95452  0.0539
H -1.85627 -2.97974 6.17172  0.1259
C 0.23014 5.30198 -4.95988  -1.7002
C -0.51348 4.23974 -4.22614  1.5251
C -2.05073 4.45332 -3.86126  -0.7205
O -2.20330 5.75215 -3.35347  -0.2730
C -3.54701 6.03705 -2.84135  -0.8218
N -0.26758 3.01088 -4.93870  -0.7628
H 1.24800 5.07313 -5.27559  0.3997
H 0.37312 6.03530 -4.16623  0.3644
H -0.25771 5.79190 -5.80255  0.3315
H 0.03960 4.24427 -3.28690  -0.2173
H -2.20451 3.70163 -3.08704  0.2438
H -2.64389 4.32713 -4.76698  0.3423
H -4.37967 6.00127 -3.54384  0.3129
H -3.44473 6.99267 -2.32711  0.2885
H -3.89008 5.37614 -2.04536  0.2889
H -0.52189 2.25626 -4.31744  0.2197
H 0.72403 2.89541 -5.09193  0.2785
C -2.66476 2.67720 7.14412  -1.2290
C -4.04114 2.86821 6.51915  0.6237
C -4.11692 2.28972 5.01503  -0.7997
O -3.48390 3.13777 4.08538  -0.2001
C -3.25892 2.54838 2.84065  -0.6041
N -4.89533 2.06215 7.29832  -0.7066
H -2.00259 3.32696 6.57190  0.1259
H -2.38680 1.62455 7.19683  0.4138
H -2.65103 3.07799 8.15767  0.3902
H -4.33402 3.91230 6.62952  -0.0166
H -5.11774 2.28383 4.58326  0.4174
H -3.61266 1.32511 4.95726  0.3639
H -3.10969 3.17668 1.96255  0.1918
H -4.06162 1.91018 2.47121  0.4332
H -2.29134 2.07647 3.01152  0.0610
H -5.63185 1.79916 6.65920  0.2770
H -4.44250 1.20373 7.57789  0.3024
C 0.32888 -6.84861 0.28673  -1.3490
C -1.09974 -6.59600 -0.25402  0.7319
C -1.33862 -5.22519 -0.90414  0.2308
O -0.37596 -5.08561 -1.88056  -0.4470
C -0.31730 -3.79322 -2.46975  -0.3895
N -1.36868 -7.76163 -1.06028  -0.8410
H 1.07991 -6.38909 -0.35584  0.2866
H 0.42567 -7.85490 0.69430  0.4936
H 0.35600 -6.33112 1.24566  0.2582
H -1.92846 -6.52338 0.45030  0.0250
H -1.27675 -4.43569 -0.15517  -0.4349
H -2.37079 -5.11984 -1.23823  0.3101
H -0.24028 -2.92089 -1.82075  -0.0394
H -1.08523 -3.62105 -3.22390  0.4659
H 0.55601 -3.81701 -3.12157  0.1582
H -1.10938 -7.49384 -1.99897  0.3210
H -0.75843 -8.52818 -0.81515  0.2932
C -1.48979 7.16839 5.63173  -1.4644
C -2.75208 7.09385 4.88971  0.3093
C -2.61511 6.30548 3.54893  -0.1476
O -1.78366 7.01075 2.61107  -0.2981
C -2.03923 6.60324 1.25777  -0.8562
N -3.63483 6.52895 5.85920  -0.7118
H -1.05015 6.18853 5.81800  0.3476
H -1.54015 7.61990 6.62254  0.3777
H -0.75258 7.66982 5.00468  0.3541
H -3.05674 8.09074 4.57114  0.3100
H -3.58728 6.13499 3.08641  0.4202
H -2.17180 5.34138 3.79810  -0.1125
H -1.47890 7.32096 0.65860  0.3005
H -3.08310 6.77909 0.99794  0.5047
H -1.89854 5.54792 1.02407  0.1590
H -3.51607 7.06094 6.70948  0.3010
H -3.12758 5.67735 6.05304  0.1415
C 6.21906 -2.54998 -1.94518  -1.8185
C 4.79655 -1.98430 -2.17631  2.9097
C 3.60799 -3.00829 -1.90145  -0.9845
O 3.48053 -3.19672 -0.51196  -0.4299
C 2.48965 -4.09093 -0.05515  -0.4831
N 4.57026 -0.79880 -1.36136  0.0409
H 6.64219 -2.96500 -2.85996  0.3036
H 6.12570 -3.33375 -1.19346  0.5333
H 6.95245 -1.84848 -1.54751  0.2264
H 4.81225 -1.54851 -3.17528  -1.4484
H 3.81880 -3.93942 -2.42744  0.6736
H 2.70335 -2.60906 -2.36008  0.1260
H 2.88952 -4.84016 0.62812  0.4434
H 2.04711 -4.58693 -0.91900  0.0954
H 1.68707 -3.44806 0.30636  0.0686
H 5.34662 -0.17876 -1.17993  0.0434
H 4.34736 -1.22825 -0.47480  0.3934
C 0.31615 -0.43837 0.04753  -0.5892
C 0.33514 0.25284 -1.25836  2.6213
C 0.67338 1.78547 -1.27093  -0.7031
O -0.33416 2.55372 -0.49937  -0.2852
C -0.18911 2.82506 0.89724  1.0588
N 1.49702 -0.42039 -1.90798  0.8167
H 1.19247 -0.33157 0.68687  -0.5591
H 0.36594 -1.47927 -0.27207  -0.7911
H -0.57761 -0.32621 0.66130  0.5031
H -0.60073 0.09935 -1.79566  -0.6470
H 0.61962 2.22145 -2.26850  -0.1783
H 1.64420 2.12743 -0.91223  0.2781
H 0.80601 2.90416 1.33493  -0.0557
H -0.60642 2.06534 1.55813  -0.3243
H -0.67600 3.77266 1.12764  -0.6229
H 2.16020 0.27275 -2.22398  -0.5206
H 2.02298 -1.07671 -1.34877  -0.3988